Entry from OMol25: a single C5H8N2 molecule (ωB97M-V/def2-TZVPD).

SMILES: Cn1ccc(N)c1
Kohn-Sham gap in Eh: 0.3115
Molecular weight in g/mol: 96.13
Energy relative to the best compared isomer or geometry (same formula, charge and spin) in kJ/mol: 60.77
HOMO in eV: -7.41

Last column: natural (NBO) charge in e.
Atoms and positions in Å:
N -2.6558 0.6818 0.0827  -0.82
N 0.9218 0.0423 -0.0366  -0.33
C 0.3799 -1.2020 0.0717  -0.04
C -0.1247 0.9732 -0.0947  -0.16
C 2.3615 0.2093 0.0587  -0.39
C -1.3141 0.2704 -0.0343  0.11
C -0.9829 -1.1105 0.0538  -0.36
H -3.2821 -0.0747 -0.1583  0.37
H -2.9608 1.5339 -0.3642  0.37
H 2.8158 0.7383 -0.7871  0.20
H 1.0228 -2.0624 0.1940  0.20
H 2.6640 0.6944 0.9922  0.20
H 2.7789 -0.8011 0.0645  0.21
H 0.0621 2.0390 -0.1519  0.21
H -1.6864 -1.9319 0.1097  0.22



Entry from OMol25: 3 unconnected molecules or ions with the total composition C5H8N2 in a non-equilibrium geometry (ωB97M-V/def2-TZVPD).

Kohn-Sham gap (spin up / spin down) in Eh: 0.3195 / 0.3196
Molecular weight in g/mol: 96.13
Energy relative to the best compared isomer or geometry (same formula, charge and spin) in kJ/mol: 895.22
HOMO (spin up / spin down) in eV: -8.88 / -8.88

Last column: natural (NBO) charge in e.
Atoms and positions in Å:
N -0.1116 0.0049 1.3695  -0.26
N 1.1041 0.2842 0.6857  -0.30
C 0.8148 0.7019 -0.6318  0.02
C 2.3313 0.0399 1.1462  0.00
C -0.5089 0.7349 -0.7268  -0.31
C -1.0661 0.2483 0.4952  0.20
C -2.5138 -0.2216 0.5257  -0.65
H 2.2642 -0.2575 2.2464  0.13
H -1.0723 0.8223 -1.6823  0.23
H -3.2062 0.1281 1.3012  0.24
H 1.9933 -3.8315 -1.2585  0.00
H -2.5156 -1.3182 0.5526  0.24
H -2.9566 0.0644 -0.4381  0.22
H 3.8811 1.7225 -2.1816  0.00
H 1.5623 0.8774 -1.4033  0.24



Entry from OMol25: a molecular structure, C5H8N2 in a non-equilibrium geometry (ωB97M-V/def2-TZVPD).

Kohn-Sham gap in Eh: 0.3410
Molecular weight in g/mol: 96.13
Energy relative to the best compared isomer or geometry (same formula, charge and spin) in kJ/mol: 438.82
HOMO in eV: -9.02

Last column: natural (NBO) charge in e.
Atoms and positions in Å:
N 0.8863 0.1637 -0.8012  -0.59
N 2.8459 -1.3549 -1.1575  -0.34
C 1.0419 0.4498 1.1374  -0.12
C -0.1477 0.1763 0.2878  0.00
C 1.9092 -0.6919 -0.9822  0.41
C -0.9857 1.4279 0.0813  -0.62
C -0.9730 -1.0910 0.3955  -0.63
H -1.4882 -1.0801 1.3630  0.23
H -0.3486 -1.9889 0.3542  0.23
H 0.9152 0.9856 -1.3914  0.43
H -0.3251 2.2955 -0.0206  0.23
H -1.5847 1.5859 0.9826  0.23
H -1.7331 -1.1465 -0.3918  0.22
H -1.6558 1.3552 -0.7819  0.21
H 1.4541 -0.5581 1.3767  0.11



Entry from OMol25: a single C5H8N2 molecule in a non-equilibrium geometry (ωB97M-V/def2-TZVPD).

SMILES: C=C(N)[C@H]1NC1=C
Kohn-Sham gap in Eh: 0.3129
Molecular weight in g/mol: 96.13
Energy relative to the best compared isomer or geometry (same formula, charge and spin) in kJ/mol: 453.72
HOMO in eV: -7.84

Last column: natural (NBO) charge in e.
Atoms and positions in Å:
N -0.8808 0.1168 -1.6103  -0.71
N -1.7849 -0.5112 0.9619  -0.82
C 0.6353 0.8442 -0.9777  0.33
C 1.4305 1.8645 -1.0627  -0.50
C 0.0168 -0.3962 -0.6298  -0.21
C 0.4611 -0.9635 1.7428  -0.57
C -0.4289 -0.6482 0.7951  0.20
H 1.4970 -1.1272 1.4936  0.20
H 0.8688 -1.0649 -0.9127  0.22
H 0.1501 -1.2626 2.7318  0.20
H -2.2776 -0.1375 0.1620  0.42
H -1.0301 -0.5741 -2.3402  0.37
H -2.1910 -0.7735 1.8441  0.40
H 2.4434 1.8431 -0.6830  0.24
H 1.0903 2.7903 -1.5150  0.24



Entry from OMol25: a single C5H8N2 molecule in a non-equilibrium geometry (ωB97M-V/def2-TZVPD).

Kohn-Sham gap (spin up / spin down) in Eh: 0.2757 / 0.2757
Molecular weight in g/mol: 96.13
Energy relative to the best compared isomer or geometry (same formula, charge and spin) in kJ/mol: 594.15
HOMO (spin up / spin down) in eV: -6.72 / -6.72

Last column: natural (NBO) charge in e.
Atoms and positions in Å:
N 0.3636 -0.8717 -0.3061  -0.48
N -1.3014 -0.1345 -1.6887  -0.70
C -0.7856 1.2744 0.3285  -0.70
C 0.5003 -1.2685 1.0020  0.17
C 0.5202 -1.5225 2.1741  -0.20
C 1.6051 -0.1642 -0.7643  -0.69
C -0.6297 0.1310 -0.6332  0.46
H 1.5566 -0.0348 -1.8387  0.18
H -1.9091 0.6166 -1.9942  0.36
H -0.7381 2.2320 -0.1948  0.24
H -0.0256 1.2587 1.1080  0.24
H 0.6753 -1.8170 3.1712  0.25
H 1.7316 0.7764 -0.2430  0.17
H 0.2064 -1.6738 -0.9257  0.47
H -1.7695 1.1979 0.8049  0.24



Entry from OMol25: a single C5H8N2 molecule in a non-equilibrium geometry (ωB97M-V/def2-TZVPD).

Kohn-Sham gap in Eh: 0.2908
Molecular weight in g/mol: 96.13
Energy relative to the best compared isomer or geometry (same formula, charge and spin) in kJ/mol: 546.43
HOMO in eV: -7.32

Last column: natural (NBO) charge in e.
Atoms and positions in Å:
N -0.7814 1.7767 -0.2129  -0.61
N -0.3822 0.5574 -0.1996  -0.08
C 0.8609 0.1976 -0.1680  0.11
C -2.5774 -0.4542 0.2217  -0.39
C 2.2548 0.6496 0.0834  -0.40
C 1.7898 -0.9808 0.0614  -0.43
C -1.3347 -0.5045 -0.2778  -0.02
H 2.1000 -1.5578 -0.7867  0.22
H -3.2738 -1.2113 0.0415  0.21
H -2.8908 0.1506 1.1532  0.22
H -1.0771 -1.2891 -0.8920  0.21
H 2.5439 1.0613 0.9917  0.21
H 2.8394 1.1228 -0.7065  0.22
H -1.7415 1.8210 -0.3627  0.31
H 1.6701 -1.3392 1.0534  0.22



Entry from OMol25: a single C5H8N2 molecule (ωB97M-V/def2-TZVPD).

SMILES: C=CCN=C=CN
Kohn-Sham gap in Eh: 0.3295
Molecular weight in g/mol: 96.13
Energy relative to the best compared isomer or geometry (same formula, charge and spin) in kJ/mol: 255.67
HOMO in eV: -7.95

Last column: natural (NBO) charge in e.
Atoms and positions in Å:
N -0.5421 1.2065 2.0972  -0.81
N -0.7296 -1.7390 0.1290  -0.41
C 0.1053 -0.0162 1.7945  -0.20
C -0.3762 -0.9687 1.0282  0.30
C -0.0718 0.1976 -1.3136  -0.20
C 1.1117 0.7321 -1.5907  -0.38
C -0.3400 -1.2791 -1.2291  -0.28
H 1.9847 0.1107 -1.7841  0.19
H 0.5512 -1.8477 -1.5189  0.21
H 1.1343 -0.1125 2.1250  0.22
H -0.9140 0.8482 -1.0665  0.20
H -1.5051 1.2155 1.7810  0.37
H 1.2561 1.8083 -1.6275  0.20
H -1.1439 -1.5654 -1.9137  0.21
H -0.5208 1.4097 3.0894  0.37



Entry from OMol25: a single C5H8N2 molecule in a non-equilibrium geometry (ωB97M-V/def2-TZVPD).

SMILES: C[C@H]1CN1CC#N
Kohn-Sham gap in Eh: 0.3981
Molecular weight in g/mol: 96.13
Energy relative to the best compared isomer or geometry (same formula, charge and spin) in kJ/mol: 159.39
HOMO in eV: -9.92

Last column: natural (NBO) charge in e.
Atoms and positions in Å:
N 0.3827 0.2924 0.5547  -0.39
N 2.7440 -2.0666 -0.0102  -0.31
C -0.5247 1.3866 0.2542  -0.26
C 1.6755 0.3337 -0.0989  -0.32
C -1.7950 -0.9384 0.1804  -0.61
C 2.2846 -1.0066 -0.0522  0.28
C -0.7528 0.0302 -0.3114  -0.07
H -2.7153 -0.8523 -0.4064  0.21
H 1.6236 0.6563 -1.1540  0.21
H -2.0279 -0.7563 1.2332  0.22
H 2.3317 1.0342 0.4274  0.24
H -0.1882 2.1652 -0.4318  0.19
H -1.1018 1.7446 1.1043  0.21
H -0.5112 -0.0581 -1.3743  0.19
H -1.4252 -1.9648 0.0851  0.22